21
Properties=species:S:1:pos:R:3:nbo_charge:R:1 method="wB97M-V/def2-TZVPD" homo_lumo_gap_ha=0.285 total_charge=-1 e_homo_ev=-4.5967 max_force_ha_per_bohr=0.0471 de_lowest_kcal_mol=4.8 energy_ha=-784.1288
C -2.0492 0.9491 0.5803 -0.06
O -2.2903 -0.4300 0.8438 -0.84
C -0.7224 1.5470 0.9354 -0.42
C 0.4238 1.2368 -0.1077 -0.41
C 1.6642 0.6580 0.5332 -0.55
S 2.9072 0.2089 -0.6824 -0.09
H -2.7759 1.4469 1.2358 0.14
H -2.2616 1.1266 -0.4891 0.14
H -0.7377 2.6241 1.0944 0.19
H -0.3992 1.1455 1.9132 0.19
H 0.0487 0.5922 -0.8995 0.22
H 0.6272 2.2195 -0.5711 0.18
H 1.3057 -0.3007 0.9216 0.25
H 1.9398 1.2227 1.4196 0.20
H 2.6991 -1.1123 -0.6255 0.15
H -0.6569 -1.9766 -0.6560 0.51
H -0.4828 -1.6793 0.7816 0.48
O 0.0093 -2.1134 0.0680 -1.03
H -2.3222 -0.9180 -0.1574 0.49
H -2.3692 -0.9188 -1.9177 0.42
O -2.3730 -1.6454 -1.3025 -1.18

21
Properties=species:S:1:pos:R:3:nbo_charge:R:1 method="wB97M-V/def2-TZVPD" homo_lumo_gap_ha=0.324 total_charge=-1 e_homo_ev=-4.7570 max_force_ha_per_bohr=0.0812 de_lowest_kcal_mol=11.5 energy_ha=-461.1942
C -0.5312 1.4092 -0.6396 -0.44
C -0.0261 0.5486 -1.7932 -0.41
C 0.8510 -0.6080 -1.3070 -0.07
O 1.9525 -0.1688 -0.5508 -0.81
C -1.4952 0.6854 0.3014 -0.06
O -1.2155 0.9435 1.6434 -0.79
H 0.3308 1.6861 -0.0635 0.23
H -0.9660 2.3407 -1.0255 0.18
H 0.5469 1.1796 -2.4805 0.19
H -0.8628 0.1368 -2.3613 0.17
H 0.2577 -1.2767 -0.7059 0.16
H 1.2188 -1.1609 -2.1764 0.14
H -1.4418 -0.3971 0.1018 0.14
H -2.5322 0.9838 0.0998 0.15
H -0.2792 0.5862 1.7505 0.51
H 1.6401 -0.1989 0.3978 0.47
H 1.7792 -0.0062 2.1973 0.45
O 1.1401 -0.1918 1.5146 -1.15
H 0.5356 -1.7127 1.6229 0.51
H -0.8965 -2.2226 1.8137 0.45
O -0.0061 -2.5562 1.6605 -1.02

19
Properties=species:S:1:pos:R:3:nbo_charge:R:1 method="wB97M-V/def2-TZVPD" homo_lumo_gap_ha="0.186 / 0.455" total_charge=0 e_homo_ev="-3.9030 / -11.5903" max_force_ha_per_bohr=0.0211 de_lowest_kcal_mol=0.0 energy_ha=-215.4321 multiplicity=2
C -0.6791 2.0404 -0.9154 -0.60
C -0.2356 0.6719 -0.3716 -0.42
C 0.3942 0.8249 1.0356 -0.39
C 0.8545 -0.5100 1.6365 -0.62
H -1.2858 2.5701 -0.1893 0.20
H -1.2201 1.9295 -1.8562 0.21
H 0.2176 2.6451 -1.1198 0.20
H 0.5568 0.2453 -0.9990 0.18
H -1.1100 0.0105 -0.3929 0.19
H -0.3854 1.2394 1.6825 0.20
H 1.2006 1.5648 1.0169 0.20
H 0.0116 -1.2132 1.6770 0.19
H 1.1838 -0.3886 2.6705 0.22
H 1.6694 -0.9484 1.0515 0.20
N -0.2581 -2.3517 -1.0714 -1.35
H 0.0504 -1.9496 -0.1801 0.41
H 0.2691 -1.8370 -1.8042 0.34
H -0.0050 -3.3637 -1.1407 0.34
H -1.2939 -2.2348 -1.2363 0.30

19
Properties=species:S:1:pos:R:3:nbo_charge:R:1 method="wB97M-V/def2-TZVPD" homo_lumo_gap_ha=0.395 total_charge=+1 e_homo_ev=-14.5739 max_force_ha_per_bohr=0.0213 de_lowest_kcal_mol=15.1 energy_ha=-215.2848
C 0.2920 -1.7674 2.8569 -0.41
N 1.1435 -0.7493 2.1243 -0.68
H -0.7105 -1.3904 2.9313 0.24
H 0.7624 -1.9916 3.8021 0.24
H 0.3090 -2.6721 2.2584 0.24
H 1.9404 -1.2302 1.7097 0.45
H 0.5795 -0.2967 1.3955 0.46
H 1.4723 0.0240 2.7043 0.44
C -0.7035 0.9236 -3.0927 -0.61
C -1.1041 1.0465 -1.6190 -0.40
C 0.0760 0.7622 -0.6850 -0.62
H -0.4099 -0.0903 -3.3890 0.20
H -1.5064 1.2275 -3.7489 0.23
H 0.1324 1.5838 -3.3183 0.20
H -1.4301 2.0839 -1.5228 0.21
H -1.9499 0.4093 -1.4077 0.21
H 0.0031 -0.2879 -0.3821 0.16
H -0.0214 1.3110 0.2575 0.19
H 0.9787 0.9629 -1.2515 0.23

19
Properties=species:S:1:pos:R:3:nbo_charge:R:1 method="wB97M-V/def2-TZVPD" homo_lumo_gap_ha=0.438 total_charge=+1 e_homo_ev=-15.3812 max_force_ha_per_bohr=0.0981 de_lowest_kcal_mol=53.1 energy_ha=-215.2243
C -1.9630 0.1990 0.0118 -0.69
C -1.5245 1.5990 -0.4240 -0.62
H -1.7512 -0.6697 -0.5782 0.23
H -1.9007 0.1860 1.1619 0.22
H -3.0801 0.2934 -0.0260 0.26
H -2.1014 2.5047 0.0188 0.26
H -0.3962 1.8053 -0.3314 0.11
H -1.6184 1.8535 -1.5380 0.23
C 1.3912 -0.7769 -0.5203 -0.24
C 1.3107 -1.8099 0.5714 -0.72
N 1.1634 0.5648 0.1176 -0.70
H 2.4630 -0.7775 -0.8673 0.25
H 0.5967 -0.9892 -1.3083 0.26
H 0.3780 -2.2798 1.0138 0.26
H 1.8467 -1.6745 1.6307 0.24
H 2.1031 0.9123 0.5052 0.46
H 0.8375 1.1552 -0.6700 0.45
H 0.4738 0.6771 0.8843 0.46
H 1.7714 -2.7729 0.3481 0.27

19
Properties=species:S:1:pos:R:3:nbo_charge:R:1 method="wB97M-V/def2-TZVPD" homo_lumo_gap_ha="0.461 / 0.174" total_charge=+2 e_homo_ev="-20.2560 / -20.2546" max_force_ha_per_bohr=0.0509 de_lowest_kcal_mol=43.3 energy_ha=-214.7057 multiplicity=2
C -2.1807 -0.4276 -0.2808 -0.23
C -2.2247 -0.2289 1.2346 -0.66
N -0.7440 -0.6156 -0.7842 -0.68
H -2.7735 -1.2849 -0.5788 0.26
H -2.5830 0.5115 -0.6584 0.25
H -1.4794 0.4673 1.6213 0.22
H -2.2175 -1.2082 1.7188 0.25
H -0.7752 -1.4425 -1.3828 0.47
H -0.3053 0.2293 -1.1289 0.43
H -0.1689 -0.9251 0.0000 0.42
H -3.1707 0.2094 1.5531 0.29
C 2.4703 0.0684 0.3841 -0.53
C 2.0904 1.1382 -0.6428 -0.52
H 2.6752 -0.9212 -0.1003 0.35
H 3.4360 0.3326 0.8139 0.32
H 1.5445 -0.1533 0.9827 0.36
H 1.4261 0.7507 -1.4099 0.24
H 1.8673 2.1446 -0.2814 0.36
H 3.1131 1.3554 -1.0601 0.42

19
Properties=species:S:1:pos:R:3:nbo_charge:R:1 method="wB97M-V/def2-TZVPD" homo_lumo_gap_ha="0.496 / 0.217" total_charge=+2 e_homo_ev="-20.8870 / -20.8815" max_force_ha_per_bohr=0.0377 de_lowest_kcal_mol=30.0 energy_ha=-214.7269 multiplicity=2
C -0.8117 1.1400 1.5652 -0.59
C -0.9134 2.1687 0.5214 -0.52
H -0.8770 1.5670 2.5808 0.35
H -1.6669 0.4091 1.5791 0.36
H 0.0200 0.4562 1.3593 0.27
H -0.3234 3.1291 0.6229 0.42
H -0.6469 1.7662 -0.4548 0.29
H -1.9332 2.6421 0.6922 0.41
C 1.0924 -1.6653 -0.9227 -0.22
C 1.1556 -0.2422 -1.4021 -0.65
N -0.1166 -1.8928 0.0030 -0.67
H 0.8067 -2.2378 -1.8056 0.25
H 1.9579 -2.1376 -0.4691 0.26
H 2.0739 0.1637 -1.8219 0.31
H 1.0239 0.4926 -0.5911 0.18
H -0.9321 -1.4749 -0.4523 0.44
H -0.2045 -2.8892 0.2196 0.47
H -0.0486 -1.3576 0.8669 0.41
H 0.3440 -0.0372 -2.0907 0.23

20
Properties=species:S:1:pos:R:3:nbo_charge:R:1 method="wB97M-V/def2-TZVPD" homo_lumo_gap_ha=0.373 total_charge=0 e_homo_ev=-8.9781 max_force_ha_per_bohr=0.0479 de_lowest_kcal_mol=19.1 energy_ha=-270.2652 smiles=CCC.NCN
C -3.6817 2.2174 -1.4373 -0.61
C -5.1373 2.1355 -1.0035 -0.40
C -5.3066 0.8614 -0.1140 -0.61
H -3.0738 2.6755 -0.6322 0.20
H -3.5382 2.8640 -2.3125 0.21
H -3.2425 1.2264 -1.5997 0.21
H -5.8147 1.9871 -1.8696 0.19
H -5.5489 3.0611 -0.6151 0.20
H -6.2325 0.8921 0.4552 0.21
H -5.2580 -0.0708 -0.6681 0.21
H -4.5382 1.0538 0.6437 0.20
N 6.2707 -2.5799 2.1970 -0.81
C 5.1898 -2.1260 1.2338 -0.07
N 5.5888 -1.7664 -0.0935 -0.89
H 6.9345 -1.8134 2.0835 0.34
H 6.6219 -3.3631 1.6474 0.34
H 4.4602 -2.9337 1.2034 0.15
H 4.5710 -1.4054 1.7840 0.18
H 5.2997 -0.8507 -0.3705 0.37
H 6.4357 -2.0650 -0.5320 0.38